Record 1
Formula: C6H13NO
Source: the Open Molecules 2025 dataset
Level of theory: ωB97M-V/def2-TZVPD

For the HOMO-LUMO gap, the calculation gives 9.314 eV. The calculation puts the calculated total energy at -366.1913 Eh. The spin multiplicity is 1. For the relative energy (zero: lowest compared OMol25 entry of this formula, charge and spin), the calculation gives 636.9 kJ/mol. The LUMO energy comes out at 1.007 eV.

Last column: Löwdin charge in e.
Positions of all 21 atoms, in Å:
C  1.558299  -0.281646  1.219267  -0.29
C  0.549094  -1.232801  0.986725  -0.30
C  0.215795  -1.597058  -0.575018  -0.18
C  -1.606159  -0.140730  -0.918524  -0.13
C  -1.360057  1.323212  -0.374576  -0.22
C  1.162098  0.981832  0.366889  -0.21
H  2.766730  -0.471351  1.220109  0.16
H  1.279059  0.037240  2.476891  0.17
H  -0.393456  -0.910727  1.473630  0.10
H  0.877491  -2.295934  1.409085  0.15
H  -0.224030  -2.638794  -0.805985  0.13
H  1.386913  -1.579378  -0.836721  0.14
H  -2.183866  -0.894309  -0.384233  0.12
H  -2.027902  -0.109525  -1.864506  0.08
H  -1.101460  1.964871  -1.100109  0.05
H  -2.139201  2.072331  0.075045  0.15
H  -0.739788  1.688575  1.662238  0.20
H  1.205166  0.481786  -0.622334  0.09
H  2.102675  1.543122  0.555429  0.10
N  -0.266606  1.541943  0.544126  -0.10
O  -0.257064  -0.499795  -1.412000  -0.22

Atoms 1-3, force components in eV/Å:
1.7546 4.4296 4.4523
-3.2651 -6.3264 -1.0565
4.7436 0.7442 -0.0262



Record 2
Formula: C6H13NO
Source: the Open Molecules 2025 dataset
Level of theory: ωB97M-V/def2-TZVPD

For the HOMO-LUMO gap (alpha / beta), the calculation gives 7.336 / 5.408 eV. The calculation puts the calculated total energy at -366.2150 Eh. The spin multiplicity is 1. For the relative energy (zero: lowest compared OMol25 entry of this formula, charge and spin), the calculation gives 574.8 kJ/mol. The LUMO energy (alpha / beta) comes out at 0.529 / -0.330 eV.

Last column: Löwdin charge in e.
Positions of all 21 atoms, in Å:
C  -0.772399  1.060297  -0.704422  -0.23
C  -0.280169  -0.654254  1.510324  -0.16
C  0.115079  -1.537087  0.361167  -0.30
C  -2.130039  0.436360  -0.669456  -0.07
N  2.396121  0.503904  0.428752  0.12
C  1.814543  0.103767  -0.738405  -0.23
C  0.791160  -0.774937  -0.859571  -0.14
O  -0.399713  1.989908  0.188801  -0.01
H  -0.517607  1.515907  1.046640  0.09
H  -0.459697  1.366468  -1.699657  0.11
H  2.807466  1.422059  0.474710  0.10
H  1.902146  0.216084  1.265171  0.06
H  0.483237  -0.546289  2.288322  0.01
H  -1.224795  -0.942241  1.972315  0.02
H  0.819701  -2.335682  0.652266  0.10
H  -0.747292  -2.082001  -0.029382  0.08
H  2.183925  0.641992  -1.606036  0.12
H  0.659558  -1.233223  -1.833793  0.10
H  -2.800369  1.020943  -1.317732  0.09
H  -2.529000  0.405417  0.339387  0.08
H  -2.111857  -0.577392  -1.069400  0.08

Atoms 1-3, force components in eV/Å:
-0.0265 0.4879 -0.1912
-0.0985 0.3522 0.0329
1.1612 0.4182 -1.2965



Record 3
Formula: C6H13NO
Source: the Open Molecules 2025 dataset
Level of theory: ωB97M-V/def2-TZVPD

For the HOMO-LUMO gap, the calculation gives 10.496 eV. The calculation puts the calculated total energy at -366.3486 Eh. The spin multiplicity is 1. For the relative energy (zero: lowest compared OMol25 entry of this formula, charge and spin), the calculation gives 224.1 kJ/mol. The LUMO energy comes out at 0.921 eV.

Last column: Löwdin charge in e.
Positions of all 21 atoms, in Å:
O  3.418587  -0.187291  -0.054869  0.05
C  2.680183  0.045798  0.867273  -0.24
C  1.196789  0.357243  0.762760  -0.34
C  0.381071  -0.640589  -0.018736  -0.14
C  -0.624356  0.038292  -0.990210  -0.44
C  -1.769391  0.704657  -0.200896  -0.08
C  -1.355816  -0.904714  -1.975730  -0.10
N  0.862048  0.396448  2.247533  0.03
H  3.168179  0.342704  1.864888  0.13
H  1.052144  1.319351  0.293487  0.13
H  0.981950  -1.436250  -0.455372  0.12
H  -0.353488  -1.100845  0.791555  0.14
H  0.068561  0.670482  -1.576724  0.14
H  -2.076753  0.232689  0.751810  0.08
H  -1.307206  1.693544  0.034172  0.08
H  -2.614192  0.812267  -0.872340  0.06
H  -0.498793  -1.404510  -2.517436  0.09
H  -2.157101  -0.467627  -2.592556  0.07
H  -1.888429  -1.727724  -1.404114  0.09
H  -0.055329  -0.016966  2.315970  0.04
H  0.891334  1.273048  2.729538  0.06

Atoms 1-3, force components in eV/Å:
-0.4881 -0.7002 -0.0535
1.7854 1.9984 -0.4230
0.7602 -0.1156 2.4549



Record 4
Formula: C6H13NO
Source: the Open Molecules 2025 dataset
Level of theory: ωB97M-V/def2-TZVPD

For the HOMO-LUMO gap (alpha / beta), the calculation gives 10.882 / 7.255 eV. The net charge is +1. As for the expectation value of S²: 0.758. The calculation puts the calculated total energy at -366.0583 Eh. The spin multiplicity is 2. For the relative energy (zero: lowest compared OMol25 entry of this formula, charge and spin), the calculation gives 135.7 kJ/mol. The LUMO energy (alpha / beta) comes out at -3.775 / -7.642 eV.

Last column: Mulliken spin population.
Positions of all 21 atoms, in Å:
C  -0.014483  1.868631  1.159898  -0.01
N  -0.063720  0.460542  1.453060  0.60
C  0.040895  -0.557495  0.484615  0.01
C  -0.779597  -0.501371  -0.794296  0.06
C  -2.184155  0.156919  -0.503520  0.02
C  -0.246166  0.161015  -2.041397  -0.01
C  1.600278  -0.607092  0.098967  0.10
O  2.217345  -1.569417  0.371285  0.15
H  -0.846684  2.401170  1.618296  0.02
H  -0.170325  2.033803  0.091158  0.00
H  0.965820  2.267773  1.447497  0.04
H  -0.467736  0.274909  2.374563  -0.02
H  -0.289649  -1.478737  0.960945  -0.01
H  -0.995663  -1.532829  -1.076151  0.00
H  -2.996298  -0.463263  -0.863345  0.00
H  -2.255611  1.182153  -0.866966  0.00
H  -2.397258  0.263216  0.561262  0.00
H  0.670596  -0.316548  -2.404423  0.00
H  -1.048165  0.148913  -2.779567  0.01
H  0.008591  1.233507  -2.090906  0.00
H  1.896930  0.276646  -0.490462  0.03

Atoms 1-3, force components in eV/Å:
0.0970 0.2521 -1.0779
-1.0004 0.3635 -0.2090
-0.1985 -0.1870 1.4524



Record 5
Formula: C6H13NO2
Source: the Open Molecules 2025 dataset
Level of theory: ωB97M-V/def2-TZVPD

For the HOMO-LUMO gap, the calculation gives 10.130 eV. The calculation puts the calculated total energy at -441.5888 Eh. The spin multiplicity is 1. For the relative energy (zero: lowest compared OMol25 entry of this formula, charge and spin), the calculation gives 239.6 kJ/mol. The LUMO energy comes out at 0.904 eV.

Last column: Löwdin charge in e.
Positions of all 22 atoms, in Å:
C  2.091499  -0.082550  -0.010056  -0.56
C  -1.020301  0.447223  0.718337  -0.35
C  -2.480719  0.262027  0.635456  -0.29
C  2.141304  1.397905  0.297473  -0.03
C  2.196164  -0.405635  -1.484638  -0.04
C  -3.119431  -0.988089  0.089039  -0.04
N  -0.064409  -0.507008  0.277077  0.09
O  -1.771685  1.105874  -0.265805  0.01
O  2.368079  -0.932339  0.862849  -0.05
H  0.477358  -1.021743  1.046444  0.14
H  -0.427088  -1.113302  -0.449876  0.10
H  -0.625322  1.087587  1.504042  0.15
H  -3.093281  0.811613  1.347676  0.14
H  3.097264  1.793581  -0.039461  0.09
H  1.417701  0.112769  -2.042353  0.08
H  1.338486  1.920438  -0.219703  0.08
H  2.056609  1.563980  1.368358  0.08
H  3.166830  -0.069322  -1.853965  0.09
H  2.118811  -1.480972  -1.641109  0.08
H  -2.536811  -1.408878  -0.728124  0.07
H  -4.113871  -0.762620  -0.292788  0.08
H  -3.217186  -1.730539  0.881127  0.08

Atoms 1-3, force components in eV/Å:
2.1105 -0.8860 0.9427
-0.2590 -0.4169 0.6329
-0.1062 -0.2787 0.4286



Record 6
Formula: C6H13NO2
Source: the Open Molecules 2025 dataset
Level of theory: ωB97M-V/def2-TZVPD

For the HOMO-LUMO gap (alpha / beta), the calculation gives 5.609 / 8.045 eV. The calculation puts the calculated total energy at -441.4255 Eh. The spin multiplicity is 1. For the relative energy (zero: lowest compared OMol25 entry of this formula, charge and spin), the calculation gives 668.1 kJ/mol. The LUMO energy (alpha / beta) comes out at -1.667 / -0.402 eV.

Last column: Löwdin charge in e.
Positions of all 22 atoms, in Å:
C  1.487544  -0.743439  -1.701980  -0.10
C  -1.728972  -1.213836  -0.152206  -0.03
C  -0.799183  -0.045124  -0.425426  -0.50
O  0.822440  -0.610859  -0.451159  -0.26
N  -1.194346  0.686561  -1.461451  0.14
H  -0.491592  1.380249  -1.717367  0.04
H  1.238827  -1.686292  -2.195114  0.08
H  2.546478  -0.721469  -1.429667  0.09
H  1.253597  0.010993  -2.456055  0.08
H  -1.803791  -1.838225  -1.040892  0.08
H  -2.712242  -0.839326  0.124393  0.09
H  -1.398425  -1.798318  0.704368  0.07
C  1.066912  -0.993624  1.504350  0.18
C  -0.007792  2.263140  0.712335  -0.02
C  -0.771524  0.964297  0.878068  -0.40
O  -1.455341  0.757953  1.849199  0.06
H  0.826225  2.155643  0.020625  0.07
H  1.096290  -2.031058  1.193169  0.05
H  0.337418  -0.807546  2.281421  0.04
H  2.003291  -0.502273  1.729866  0.05
H  0.374577  2.579567  1.682507  0.09
H  -0.690392  3.032986  0.351013  0.09

Atoms 1-3, force components in eV/Å:
0.6437 -0.7795 0.0742
0.5077 -0.1693 0.2829
-0.7946 0.7170 1.2844